No. 1
Density functional theory data (ωB97M-V with the def2-TZVPD basis set) for a cluster of 2 separate species, C5H8N2 in total in a non-equilibrium geometry.

Positions of all 15 atoms, in Å:
C 0.67 -1.50 -0.61
C 1.92 -1.09 -0.16
C -0.62 0.54 0.11
N -0.15 1.77 -0.49
C -1.99 0.29 0.10
C -0.04 0.51 1.50
N 0.13 0.60 2.64
H 0.17 2.50 0.13
H -0.73 2.10 -1.24
H 0.42 -1.53 -1.67
H 0.34 -2.45 -0.19
H 2.55 -1.70 0.47
H 2.50 -0.42 -0.79
H -2.73 1.06 0.28
H -2.43 -0.67 -0.08

Output
structure (SMILES) = C=C(N)C#N.C=C
Kohn-Sham gap (alpha / beta) = 7.47 / 8.09 eV
relative energy (zero: lowest compared OMol25 entry of this formula, charge and spin) = 5.684 eV
HOMO (alpha / beta) = -0.2955 / -0.3184 Eh
F_max = 0.0871 Eh/bohr
calculated total energy = -304.62661 Ha

natural (NBO) atomic charge list, values in e, 2 entries: C -0.43; C -0.34



No. 2
Density functional theory data (ωB97M-V with the def2-TZVPD basis set) for the ion C24H23N2S with charge +1 in a non-equilibrium geometry.

Positions of all 50 atoms, in Å:
C 2.34 0.81 -1.44
S 0.85 0.16 -2.25
C 1.58 -1.43 -2.81
C -0.46 -0.64 -0.99
C -1.66 -0.87 -1.89
C -2.41 -2.05 -1.81
C -3.75 -2.05 -2.17
C -4.34 -0.90 -2.71
C -5.77 -0.82 -2.89
N -6.93 -0.73 -2.97
C -3.54 0.21 -2.99
C -2.20 0.22 -2.60
H 2.18 1.87 -1.25
H 2.53 0.26 -0.52
H 3.16 0.67 -2.16
H 1.19 -1.66 -3.81
H 2.66 -1.29 -2.86
H 1.32 -2.25 -2.13
H 0.07 -1.56 -0.71
H -1.95 -2.94 -1.39
H -4.37 -2.94 -1.99
H -3.97 1.08 -3.48
H -1.59 1.11 -2.84
C -2.00 -0.47 0.99
C -0.84 0.17 0.20
N 0.27 0.43 1.10
C 0.85 1.68 1.27
C 0.55 2.88 0.65
C 1.38 3.98 0.92
C 2.48 3.85 1.80
C 2.76 2.64 2.45
C 1.94 1.54 2.17
C 1.98 0.16 2.58
C 0.92 -0.50 1.91
C 0.64 -1.85 2.15
C 1.46 -2.52 3.07
C 2.53 -1.87 3.71
C 2.80 -0.51 3.47
H -2.95 -0.17 0.51
H -1.96 -1.56 0.96
H -2.01 -0.12 2.04
H -1.15 1.16 -0.15
H -0.30 2.96 -0.04
H 1.18 4.94 0.45
H 3.12 4.71 1.97
H 3.57 2.50 3.16
H -0.18 -2.35 1.65
H 1.25 -3.56 3.30
H 3.17 -2.43 4.39
H 3.59 0.05 3.97

Output
Kohn-Sham gap = 7.27 eV
relative energy (zero: lowest compared OMol25 entry of this formula, charge and spin) = 1.998 eV
charge = +1
HOMO = -0.3970 Eh
F_max = 0.0533 Eh/bohr
calculated total energy = -1435.79355 Ha

natural (NBO) atomic charge list, values in e, 2 entries: C -0.75; S 0.74



No. 3
Density functional theory data (ωB97M-V with the def2-TZVPD basis set) for the molecule C5H6O2.

Positions of all 13 atoms, in Å:
O -2.09 -1.22 0.83
C -0.90 -1.40 0.66
C 0.02 -0.36 0.13
C -0.36 1.10 0.45
C -0.60 0.61 -0.91
C 1.43 -0.77 0.03
O 2.14 0.23 -0.45
H -0.41 -2.36 0.90
H 0.48 1.76 0.63
H -1.22 1.19 1.11
H 0.08 0.92 -1.70
H -1.61 0.36 -1.19
H 3.06 -0.07 -0.50

Output
Kohn-Sham gap = 9.46 eV
relative energy (zero: lowest compared OMol25 entry of this formula, charge and spin) = 3.224 eV
HOMO = -0.3285 Eh
F_max = 0.0101 Eh/bohr
calculated total energy = -344.48342 Ha

natural (NBO) atomic charge list, values in e, 2 entries: O -0.54; C 0.45



No. 4
Density functional theory data (ωB97M-V with the def2-TZVPD basis set) for the molecule C5H7NO.

Positions of all 14 atoms, in Å:
C 1.50 -0.09 -1.03
C 0.05 -0.38 -0.69
C -0.25 -0.54 0.79
N 0.18 -1.59 1.36
C -1.09 0.63 1.12
C -1.34 1.25 -0.04
O -0.78 0.72 -1.14
H 2.11 -0.90 -0.63
H 1.62 -0.04 -2.11
H 1.83 0.86 -0.59
H -0.09 -1.68 2.34
H -0.29 -1.29 -1.19
H -1.50 0.92 2.08
H -1.93 2.14 -0.24

Output
structure (SMILES) = [H]/N=C1\C=CO[C@H]1C
Kohn-Sham gap = 9.84 eV
relative energy (zero: lowest compared OMol25 entry of this formula, charge and spin) = 1.049 eV
HOMO = -0.3263 Eh
F_max = 0.0079 Eh/bohr
calculated total energy = -324.68590 Ha

natural (NBO) atomic charge list, values in e, 2 entries: C -0.62; C 0.03



No. 5
Density functional theory data (ωB97M-V with the def2-TZVPD basis set) for a cluster of 2 separate species, CH3BrO in total.

Positions of all 6 atoms, in Å:
C 0.03 0.06 0.12
O 2.17 1.09 0.00
Br 3.35 -0.08 0.40
H -0.35 0.93 0.62
H 0.30 -0.80 0.69
H -0.04 0.01 -0.95

Output
Kohn-Sham gap (alpha / beta) = 7.93 / 7.66 eV
relative energy (zero: lowest compared OMol25 entry of this formula, charge and spin) = 1.452 eV
multiplicity = 3
HOMO (alpha / beta) = -0.2877 / -0.3697 Eh
F_max = 0.0180 Eh/bohr
calculated total energy = -2688.94811 Ha
expectation value of S² = 2.01

natural (NBO) atomic charge list, values in e, 2 entries: C -0.52; O -0.48



No. 6
Density functional theory data (ωB97M-V with the def2-TZVPD basis set) for a cluster of 2 separate species, C6H14O2 in total in a non-equilibrium geometry.

Positions of all 22 atoms, in Å:
O -0.52 -2.77 -1.37
C -0.71 -1.57 -1.31
C -0.68 -1.04 0.12
C 0.80 -0.30 0.43
C 1.05 0.88 -0.50
C 2.44 1.52 -0.47
C -0.10 1.92 -0.19
H -0.87 -1.19 -2.30
H -0.91 -1.78 0.79
H -1.57 -0.37 0.13
H 0.63 0.09 1.46
H 1.51 -1.08 0.24
H 0.93 0.70 -1.58
H 2.51 2.20 0.43
H 2.66 2.13 -1.37
H 3.26 0.76 -0.50
H 0.07 2.75 -0.78
H -1.02 1.43 -0.29
H -0.17 2.18 0.87
H -1.91 0.84 1.69
H -2.19 -0.23 2.67
O -1.96 0.65 2.64

Output
structure (SMILES) = CC(C)CCC=O.O
Kohn-Sham gap = 10.42 eV
relative energy (zero: lowest compared OMol25 entry of this formula, charge and spin) = 2.460 eV
HOMO = -0.3541 Eh
F_max = 0.1061 Eh/bohr
calculated total energy = -387.41712 Ha

natural (NBO) atomic charge list, values in e, 2 entries: O -0.54; C 0.38